No. 1
Computed, not measured: a molecular structure, C23H30N2O3S at a distorted geometry, with the ωB97M-V functional and the def2-TZVPD basis.

Geometry as XYZ:
```
59
Properties=species:S:1:pos:R:3
S -1.159 -1.523 -1.867
O -6.437 -0.491 0.142
O -2.134 0.317 1.933
O 2.512 2.568 0.505
N 4.271 -1.159 0.120
N -3.023 0.359 -0.409
C 3.268 1.521 0.483
C -1.128 1.904 -0.004
C 0.050 -2.254 1.630
C 1.377 -2.507 1.499
C 1.197 2.663 0.095
C 3.236 0.875 -0.947
C 0.662 4.017 -0.608
C 4.213 -0.245 -0.827
C 4.229 -0.319 1.608
C 3.574 -2.215 0.152
C -2.146 0.799 0.686
C -0.711 4.049 -1.082
C -4.073 -0.392 0.041
C -0.768 -2.084 0.353
C -6.719 -1.012 1.522
C 1.304 -2.054 -0.774
C -0.096 -1.782 -0.801
C 3.219 0.741 1.656
C -0.018 -1.074 -3.450
C -5.323 0.463 -0.014
C -1.505 2.802 -0.732
C 1.953 -2.289 0.404
C 0.175 1.771 0.384
H -5.384 1.087 0.902
H -0.431 -2.199 2.601
H 1.953 -2.628 2.414
H 3.351 1.356 2.285
H -1.783 -1.992 0.367
H 3.229 1.520 -1.855
H 4.282 -0.975 -1.849
H 3.738 -3.028 -0.726
H 2.200 0.166 1.806
H 0.527 0.939 1.027
H 3.794 -2.937 0.937
H -0.756 -0.720 -4.059
H 0.728 -0.383 -2.986
H 1.670 -1.986 -1.770
H 1.376 4.538 -0.767
H -6.794 -0.280 2.125
H 2.280 0.149 -0.845
H 5.323 -0.078 1.492
H -5.968 -1.647 1.713
H 4.180 2.088 0.451
H -3.748 -0.664 0.980
H -4.080 -1.285 -0.534
H -5.559 0.937 -0.759
H -2.549 3.194 -0.836
H 5.288 0.120 -0.980
H -0.936 4.804 -1.667
H 0.460 -1.863 -3.665
H -7.820 -1.500 1.484
H 4.394 -1.100 2.271
H -2.966 0.917 -1.255
```

Orbital gap: 8.15 eV
Total charge: 0
F_max: 15.22 eV/Å
Energy relative to the best compared isomer or geometry (same formula, charge and spin): 20.0897 eV
E_LUMO: 0.48 eV

No. 2
Computed, not measured: a single C23H30N4O molecule, with the ωB97M-V functional and the def2-TZVPD basis.

Geometry as XYZ:
```
58
Properties=species:S:1:pos:R:3
O 3.517 -2.369 -0.149
N -4.229 -0.856 1.096
N 3.064 -0.189 0.212
N -1.204 -2.258 -1.270
N -2.664 -0.603 -0.649
C 4.433 0.231 0.433
C 3.899 2.330 1.753
C -0.403 -3.432 -1.019
C -3.677 1.930 -1.216
C 4.248 2.478 -0.726
C -3.656 -0.170 0.115
C -4.157 1.187 -0.141
C -5.124 1.742 0.695
C -4.428 -2.853 2.429
C 2.719 -1.457 -0.086
C -2.183 -1.835 -0.433
C -2.733 -2.627 0.591
C 1.229 -1.629 -0.379
C -4.154 3.206 -1.449
C 0.976 -1.280 -1.852
C -5.114 3.753 -0.613
C 4.572 0.959 1.773
C 0.785 -3.073 -0.114
C 4.932 1.113 -0.717
C 4.447 3.182 0.613
C -0.535 -1.304 -2.133
C -3.767 -2.083 1.328
C -5.598 3.018 0.458
H 1.374 -0.292 -2.088
H -2.376 -3.618 0.814
H 1.502 -2.006 -2.474
H 0.654 -0.938 0.247
H 5.514 3.355 0.773
H 3.180 2.361 -0.922
H 3.949 4.153 0.601
H 0.507 -3.178 0.936
H 2.818 2.216 1.637
H 4.759 0.597 -1.664
H 1.627 -3.740 -0.310
H -1.006 -4.225 -0.581
H -6.347 3.444 1.109
H -0.047 -3.789 -1.990
H -3.780 3.777 -2.286
H -0.985 -0.330 -1.938
H -5.035 -2.181 3.029
H -0.720 -1.572 -3.180
H 4.071 2.831 2.707
H -5.486 4.751 -0.797
H 2.356 0.527 0.233
H 4.144 0.342 2.565
H 5.636 1.086 1.984
H 4.663 3.087 -1.531
H -3.687 -3.341 3.058
H 5.015 -0.697 0.456
H -5.489 1.154 1.522
H 6.009 1.251 -0.603
H -5.074 -3.620 2.004
H -2.935 1.489 -1.863
```

Orbital gap: 8.81 eV
Total charge: 0
F_max: 0.73 eV/Å
Energy relative to the best compared isomer or geometry (same formula, charge and spin): 0.1901 eV
E_LUMO: 0.57 eV
Structure (SMILES): Cc1cc(N2CCC(C(=O)NC3CCCCC3)CC2)nc(-c2ccccc2)n1

No. 3
Computed, not measured: a single C23H30N4O4S molecule at a distorted geometry, with the ωB97M-V functional and the def2-TZVPD basis.

Geometry as XYZ:
```
62
Properties=species:S:1:pos:R:3
S -2.543 -0.090 2.482
O 3.908 0.635 3.857
O -1.853 -1.299 2.849
O -2.202 -2.466 -3.063
O -3.879 0.097 2.968
N -0.334 -2.546 -1.838
N -1.646 1.273 2.957
N -2.282 0.708 -3.387
N 3.889 -0.962 1.494
C -1.959 -0.877 -0.078
C -1.916 1.688 4.316
C -2.602 1.677 -5.507
C 0.685 -2.098 -0.987
C 2.450 -2.652 0.557
C -2.987 1.418 -1.214
C -1.481 -0.046 -4.330
C 4.416 0.387 1.503
C -2.503 0.105 0.719
C -3.041 1.247 0.148
C 2.067 -0.370 -0.034
C -0.247 1.086 2.664
C 1.418 -3.038 -0.266
C 3.744 1.235 2.590
C -1.498 -1.947 -2.214
C -1.283 0.914 -5.499
C -1.905 -0.731 -1.460
C -2.397 0.454 -2.064
C 4.058 -1.560 2.805
C -2.876 1.873 -4.018
C 1.040 -0.760 -0.873
C 3.394 -0.678 3.873
C 2.798 -1.303 0.709
H 5.485 0.312 1.734
H 2.291 0.683 0.031
H -0.536 -0.353 -3.873
H 2.672 1.345 2.366
H -0.220 -3.485 -2.201
H 2.307 -0.659 3.694
H -3.490 1.988 0.789
H 3.011 -3.414 1.075
H 0.510 -0.008 -1.437
H -2.548 2.621 -6.044
H -1.568 2.713 4.453
H -3.946 1.930 -3.802
H -3.383 1.061 -5.954
H -1.087 0.390 -6.432
H -0.153 0.784 1.622
H 0.195 0.306 3.296
H 4.309 0.844 0.521
H 0.279 2.028 2.823
H 3.589 -1.066 4.874
H -1.596 -1.775 0.397
H -2.393 2.792 -3.658
H 1.176 -4.086 -0.362
H 5.131 -1.634 3.011
H -1.428 1.037 5.051
H 4.205 2.222 2.660
H -2.992 1.642 4.458
H -3.407 2.314 -1.639
H 3.619 -2.554 2.839
H -2.011 -0.950 -4.653
H -0.455 1.595 -5.297
```

Orbital gap: 8.07 eV
Total charge: 0
F_max: 1.13 eV/Å
Energy relative to the best compared isomer or geometry (same formula, charge and spin): 3.4895 eV
E_LUMO: 0.55 eV
Structure (SMILES): CN(C)S(=O)(=O)c1ccc(N2CCCC2)c(C(=O)Nc2ccc(N3CCOCC3)cc2)c1

No. 4
Computed, not measured: a single C23H30N4O5 molecule at a distorted geometry, with the ωB97M-V functional and the def2-TZVPD basis.

Geometry as XYZ:
```
62
Properties=species:S:1:pos:R:3
O -1.751 -0.336 -1.229
O 0.297 1.363 1.627
O 1.186 0.981 -1.683
O -1.412 -2.790 1.301
O 4.983 2.335 0.959
N -1.781 0.584 1.290
N 3.818 3.010 0.789
N 1.810 2.710 -0.355
N 0.425 -1.470 1.154
C 3.543 -3.116 0.076
C -6.678 1.242 1.072
C -4.184 0.931 1.128
C 0.910 1.997 -1.087
C -4.176 -0.112 -1.436
C 4.946 1.189 0.259
C 3.750 1.095 -0.392
C 2.726 -2.352 1.111
C -0.848 -1.729 1.479
C 1.304 -2.444 0.556
C -1.649 -0.877 -2.524
C -1.544 -0.545 2.176
C -0.802 1.485 1.100
C -2.993 0.536 0.547
C 6.115 0.278 0.326
C -1.128 2.710 0.261
C 1.488 -2.263 -0.962
C 3.072 2.281 -0.010
C -2.971 0.004 -0.752
C -0.479 2.617 -1.130
C -5.385 0.826 0.438
C 2.927 -2.712 -1.271
C -5.358 0.296 -0.844
H -7.205 0.367 1.453
H -0.417 3.612 -1.577
H 7.031 0.858 0.414
H 3.494 -1.894 -1.716
H 0.870 -3.426 0.769
H 1.506 3.527 0.154
H 6.035 -0.368 1.201
H -0.727 3.570 0.802
H 2.947 -3.543 -1.975
H -0.910 -0.201 2.998
H 1.346 -1.213 -1.213
H -6.503 1.921 1.902
H 6.153 -0.343 -0.564
H 3.388 0.328 -1.039
H -2.108 -0.221 -3.272
H -6.282 0.192 -1.394
H 3.420 -4.189 0.236
H 0.777 -0.528 1.284
H 0.752 -2.845 -1.512
H -4.203 -0.534 -2.428
H -4.166 1.326 2.133
H -1.084 1.984 -1.778
H -2.206 2.835 0.155
H 4.607 -2.886 0.130
H -2.505 -0.890 2.560
H 2.812 -2.770 2.113
H -2.107 -1.869 -2.575
H 3.031 -1.304 1.139
H -0.581 -0.950 -2.719
H -7.324 1.731 0.345
```

Orbital gap: 9.25 eV
Total charge: 0
F_max: 1.33 eV/Å
Energy relative to the best compared isomer or geometry (same formula, charge and spin): 0.5058 eV
E_LUMO: 0.60 eV
Structure (SMILES): COc1ccc(C)cc1N(CC(=O)NC1CCCC1)C(=O)CCC(=O)Nc1cc(C)on1

Calculated HOMO level in order - -7.67, -8.23, -7.52, -8.65 eV